Formula: C21H26InN3Se4Si
Source: the OMol25 dataset
Level of theory: ωB97M-V/def2-TZVPD

Results
**Molar mass**: 779.20 g/mol
**Electronic energy**: -11065.59566 hartree
**Energy above the lowest of the compared OMol25 structures with the same formula, charge and spin**: 0.0 kcal per mole
**Largest force on an atom**: 0.7 eV/Å

XYZ file:
```
56
Properties=species:S:1:pos:R:3:forces:R:3
In -0.106433 0.770167 -0.954885 -0.3609 0.2579 -0.5443
C 1.337638 0.825688 -4.289242 0.0916 -0.0468 0.1144
C 2.144374 -0.116380 -3.456045 -0.0503 0.0017 -0.1589
C 3.063048 -0.982600 -4.050235 0.0419 -0.0624 0.0739
C 3.767253 -1.865529 -3.259884 -0.0546 0.0584 -0.0424
C 3.589466 -1.826397 -1.886128 -0.0273 0.0344 0.1098
C 2.704349 -0.900167 -1.350197 0.1686 -0.0706 -0.3628
N 1.970898 -0.099125 -2.133469 -0.1556 -0.1646 0.2431
C 2.556733 -0.735453 0.120252 0.0695 -0.0577 0.1861
C 3.410534 -1.382423 1.008252 -0.0232 0.0187 0.0057
C 3.223690 -1.203699 2.365280 -0.0442 0.0267 -0.0601
C 2.201346 -0.386483 2.804630 -0.0085 -0.0008 0.0121
C 1.396469 0.253957 1.866152 0.2023 -0.1600 0.0086
N 1.592329 0.074569 0.559741 0.1151 0.0291 0.1430
C 0.289626 1.153150 2.282565 -0.2677 0.2483 0.1886
C 0.104457 1.473664 3.621389 0.1048 -0.0730 -0.0215
C -0.949386 2.293377 3.980104 -0.0728 0.0351 -0.0445
C -1.764827 2.801777 2.991994 0.1135 -0.0606 0.0250
C -1.510544 2.476325 1.659675 -0.0621 0.0417 0.1830
C -2.327381 3.095688 0.579627 0.0248 -0.0445 -0.0632
N -0.516884 1.641362 1.329351 -0.0346 -0.2206 -0.0080
H 1.859285 1.781711 -4.368033 -0.0345 0.0189 0.0353
H 0.373060 1.021990 -3.827105 0.0317 -0.0462 -0.0938
H 1.183913 0.430116 -5.292153 -0.0077 -0.0104 -0.0003
H 3.191252 -0.965106 -5.123655 -0.0224 -0.0092 -0.0009
H 4.450257 -2.580363 -3.699567 0.0075 0.0103 -0.0050
H 4.126303 -2.520304 -1.258439 0.0231 0.0249 0.0066
H 4.216651 -2.005441 0.656224 -0.0050 -0.0024 -0.0213
H 3.870687 -1.700202 3.075764 -0.0015 0.0010 0.0055
H 2.042202 -0.256500 3.862622 -0.0155 -0.0096 -0.0115
H 0.761037 1.091662 4.386664 -0.0010 0.0073 -0.0193
H -1.124755 2.531546 5.020924 0.0097 0.0170 -0.0027
H -2.591551 3.454970 3.232186 -0.0081 0.0096 -0.0301
H -1.762066 3.913744 0.130172 0.0341 -0.0073 -0.1042
H -3.259449 3.500161 0.971222 0.0035 -0.0433 0.0287
H -2.549328 2.386076 -0.215689 -0.0275 0.0525 -0.0773
Se -2.169611 1.355472 -2.796465 0.3109 -0.1794 0.4045
Se -1.312033 3.145327 -3.990957 0.0427 0.1742 -0.0958
Se -0.345395 4.487813 -2.346395 -0.1375 0.0561 0.1141
Se 1.239330 3.118382 -1.332567 -0.1973 -0.4973 0.0082
C -3.017735 -3.394350 0.060266 0.0499 0.2232 0.0639
Si -2.250366 -1.713374 0.482990 -0.0180 -0.2194 -0.1055
C -1.650818 -1.847707 2.281208 0.0150 0.0998 -0.2449
C -3.617203 -0.414757 0.356842 0.2134 -0.1864 -0.0034
C -0.850768 -1.344348 -0.705570 0.0117 0.6923 0.0980
H -3.812430 -3.637852 0.770821 -0.0020 -0.0082 -0.0131
H -2.278066 -4.197197 0.098202 0.0237 0.0179 -0.0029
H -3.455576 -3.388733 -0.940321 0.0186 0.0070 -0.0110
H -2.299818 -2.519511 2.846873 -0.0154 0.0048 -0.0110
H -1.659419 -0.881729 2.787740 0.0278 0.0810 0.0268
H -0.633841 -2.246851 2.333693 -0.0103 -0.0200 -0.0056
H -4.575415 -0.807517 0.703129 0.0121 -0.0170 0.0226
H -3.738601 -0.095623 -0.681510 -0.0460 0.0193 0.0131
H -3.385092 0.469755 0.951664 0.0059 0.0433 0.0094
H -1.181915 -1.574620 -1.722766 -0.0325 -0.0415 -0.0044
H 0.030521 -1.958108 -0.496946 -0.0291 -0.0532 0.0395
```
Positions in Å, forces in eV/Å.

The computed Löwdin charges, all in e, follow: atom 1 (In): 0.325, atom 2 (C): -0.069, atom 3 (C): -0.283, atom 4 (C): -0.004, atom 5 (C): -0.038, atom 6 (C): -0.007, atom 7 (C): -0.199, atom 8 (N): 0.098, atom 9 (C): -0.183, atom 10 (C): 0.011, atom 11 (C): -0.025, atom 12 (C): 0.009, atom 13 (C): -0.179, atom 14 (N): 0.100, atom 15 (C): -0.204, atom 16 (C): -0.010, atom 17 (C): -0.035, atom 18 (C): -0.002, atom 19 (C): -0.299, atom 20 (C): -0.049, atom 21 (N): 0.103, atom 22 (H): 0.090, atom 23 (H): -0.062, atom 24 (H): 0.092, atom 25 (H): 0.119, atom 26 (H): 0.114, atom 27 (H): 0.103, atom 28 (H): 0.107, atom 29 (H): 0.118, atom 30 (H): 0.106, atom 31 (H): 0.102, atom 32 (H): 0.115, atom 33 (H): 0.119, atom 34 (H): 0.045, atom 35 (H): 0.092, atom 36 (H): 0.001, atom 37 (Se): 0.041, atom 38 (Se): -0.048, atom 39 (Se): -0.065, atom 40 (Se): 0.036, atom 41 (C): -0.194, atom 42 (Si): 0.428, atom 43 (C): -0.170, atom 44 (C): -0.172, atom 45 (C): -0.339, atom 46 (H): 0.024, atom 47 (H): 0.025, atom 48 (H): 0.027, atom 49 (H): 0.027, atom 50 (H): 0.010, atom 51 (H): 0.024, atom 52 (H): 0.032, atom 53 (H): 0.001, atom 54 (H): 0.010, atom 55 (H): -0.009, atom 56 (H): -0.010



Formula: C5H7N
Source: the OMol25 dataset
Level of theory: ωB97M-V/def2-TZVPD

Results
**Molar mass**: 81.12 g/mol
**Electronic energy**: -249.33691 hartree
**Energy above the lowest of the compared OMol25 structures with the same formula, charge and spin**: 85.5 kcal per mole
**SMILES string**: [H]/N=C(/C#C)CC
**Largest force on an atom**: 3.3 eV/Å

XYZ file:
```
13
Properties=species:S:1:pos:R:3:forces:R:3
C 0.198174 0.868786 0.526728 -2.5385 -0.8545 -0.2781
C 1.440470 0.283178 -0.000172 0.0949 -2.9033 -1.2433
C -1.230116 0.073950 0.052217 1.5361 2.0878 1.0371
N -2.364173 0.596828 0.186720 -0.6945 -0.1666 0.1645
C -0.985909 -1.204501 -0.467341 1.8925 -1.4449 -0.6904
C -0.115699 -2.012958 -0.807164 -2.7893 0.2420 -0.1689
H -2.353220 1.505187 0.647667 0.3151 0.0728 -0.2037
H 0.127103 0.805290 1.613094 0.1275 0.1725 0.0075
H 0.018871 1.891065 0.189067 -0.0429 -0.0578 0.1337
H 2.294143 0.390317 0.663725 0.0148 -0.1804 -0.0466
H 1.184476 -0.910227 -0.261081 1.2969 2.8413 1.1978
H 1.684625 0.619453 -1.004711 0.1489 0.4561 0.0353
H 0.101255 -2.906368 -1.338750 0.6383 -0.2650 0.0553
```
Positions in Å, forces in eV/Å.

The computed Löwdin charges, all in e, follow: atom 1 (C): -0.172, atom 2 (C): -0.152, atom 3 (C): -0.372, atom 4 (N): 0.129, atom 5 (C): -0.067, atom 6 (C): 0.110, atom 7 (H): 0.057, atom 8 (H): 0.102, atom 9 (H): 0.100, atom 10 (H): 0.069, atom 11 (H): 0.076, atom 12 (H): 0.071, atom 13 (H): 0.049



Formula: C3H11N2O2
Source: the OMol25 dataset
Level of theory: ωB97M-V/def2-TZVPD

Results
**Molar mass**: 107.13 g/mol
**Charge**: +1
**Electronic energy**: -380.54505 hartree
**Energy above the lowest of the compared OMol25 structures with the same formula, charge and spin**: 105.9 kcal per mole
**Largest force on an atom**: 6.1 eV/Å

XYZ file:
```
18
Properties=species:S:1:pos:R:3:forces:R:3
C -0.773228 1.818923 -0.456362 -1.1902 -5.8218 -1.3174
C 1.979791 0.446993 0.530302 -1.9600 -0.4892 -1.3204
C 0.598356 0.184161 0.312023 -0.8268 1.2382 1.7377
N 2.844602 -0.059737 -0.331257 0.7307 0.7422 0.4917
N -1.800083 -2.161133 -0.015114 -1.7118 2.0581 -0.9776
O -1.839290 1.487759 0.315954 0.0724 3.8691 1.4312
O 0.407375 -0.725617 -0.592553 -1.1479 -3.0207 -2.5317
H -0.162776 2.632520 -0.359977 0.8257 2.4373 0.3429
H -0.821978 1.169863 -1.429277 0.4306 1.7222 1.8232
H 2.164983 1.007907 1.409905 1.1714 0.6028 0.3614
H -0.119749 0.299017 1.157070 0.9421 -0.3707 -0.4477
H 2.542077 -0.600635 -1.147368 -0.1545 0.2962 0.6906
H 3.821279 0.209950 -0.275878 -0.2402 -0.2445 -0.0213
H -1.677030 -2.579085 0.891581 -0.1006 -0.1915 0.3193
H -2.458662 -2.763292 -0.574882 0.9794 0.9250 0.8466
H -2.290116 -1.186705 0.134859 0.9554 -2.6797 -0.2838
H -2.050823 2.276364 0.986152 0.6192 -2.5316 -1.9048
H -0.364735 -1.457258 -0.555184 0.6052 1.4585 0.7604
```
Positions in Å, forces in eV/Å.

The computed Löwdin charges, all in e, follow: atom 1 (C): 0.004, atom 2 (C): -0.055, atom 3 (C): -0.311, atom 4 (N): 0.178, atom 5 (N): 0.019, atom 6 (O): -0.054, atom 7 (O): -0.074, atom 8 (H): 0.066, atom 9 (H): 0.155, atom 10 (H): 0.130, atom 11 (H): 0.133, atom 12 (H): 0.143, atom 13 (H): 0.138, atom 14 (H): 0.041, atom 15 (H): 0.083, atom 16 (H): 0.096, atom 17 (H): 0.202, atom 18 (H): 0.106



Formula: C3H11NO2
Source: the OMol25 dataset
Level of theory: ωB97M-V/def2-TZVPD

Results
**Molar mass**: 93.13 g/mol
**Electronic energy**: -326.11103 hartree
**Energy above the lowest of the compared OMol25 structures with the same formula, charge and spin**: 12.8 kcal per mole
**SMILES string**: C=C(C)N.O.O
**Largest force on an atom**: 1.5 eV/Å

XYZ file:
```
17
Properties=species:S:1:pos:R:3:forces:R:3
C 0.129859 0.961648 1.867242 -0.4242 -1.2671 0.4783
C -0.312287 -0.205675 1.016108 -0.3381 1.0765 -0.7191
C -1.594941 -0.481348 0.806541 -0.2605 -1.2257 0.7831
N 0.687706 -0.802259 0.257744 1.1706 -0.0318 -0.1090
H 0.384885 1.822715 1.257870 0.2455 0.1259 0.1887
H -0.667627 1.161319 2.589256 0.0385 0.4111 -0.3933
H 0.939690 0.570657 2.491400 0.3738 0.5445 -0.2231
H -1.842401 -1.438814 0.355687 -0.2138 0.2299 -0.4341
H -2.381697 0.011004 1.349181 -0.0416 0.1281 0.1067
H 1.618180 -0.444252 0.409885 0.0158 -0.2154 0.4678
H 0.698203 -1.784331 0.031781 -0.4146 0.0038 0.1525
H 1.524454 0.065284 -1.363792 -0.0857 0.0347 -0.5220
H 2.133327 0.466493 -2.774843 -0.0960 -0.2194 0.2765
O 1.886352 0.789091 -1.900875 0.0039 0.2472 0.0091
H -0.509846 0.213057 -2.459495 -0.0304 0.0790 0.0259
H -1.381406 -0.584385 -1.503174 -0.0558 0.2139 -0.0812
O -1.312454 -0.320201 -2.430513 0.1127 -0.1352 -0.0068
```
Positions in Å, forces in eV/Å.

The computed Löwdin charges, all in e, follow: atom 1 (C): -0.038, atom 2 (C): -0.472, atom 3 (C): 0.004, atom 4 (N): 0.060, atom 5 (H): 0.087, atom 6 (H): 0.080, atom 7 (H): 0.082, atom 8 (H): 0.066, atom 9 (H): 0.058, atom 10 (H): 0.087, atom 11 (H): 0.111, atom 12 (H): -0.018, atom 13 (H): 0.043, atom 14 (O): -0.072, atom 15 (H): 0.009, atom 16 (H): -0.022, atom 17 (O): -0.066



Formula: C3H2N2O
Source: the OMol25 dataset
Level of theory: ωB97M-V/def2-TZVPD

Results
**Molar mass**: 82.06 g/mol
**Electronic energy**: -299.96549 hartree
**Energy above the lowest of the compared OMol25 structures with the same formula, charge and spin**: 166.9 kcal per mole
**SMILES string**: O=C[C@H]1C2=NN21
**Largest force on an atom**: 9.0 eV/Å

XYZ file:
```
8
Properties=species:S:1:pos:R:3:forces:R:3
C 0.381018 -0.318865 0.733613 -4.5630 3.5078 -4.6072
C 0.558822 -0.692754 -1.081509 -1.4253 -1.3529 -2.9833
C -1.143451 0.408803 0.349308 2.6236 -1.6864 -3.5237
N 1.421216 0.016338 0.049759 4.7041 0.7546 7.6064
N 1.290718 0.346098 -1.186144 -1.9945 0.6650 -4.4177
O -2.195089 -0.002323 -0.027653 -0.7964 -1.0793 2.3722
H 0.464887 -0.890279 1.496624 0.8264 -3.6702 5.2885
H -0.778123 1.132982 -0.333999 0.6252 2.8613 0.2649
```
Positions in Å, forces in eV/Å.

The computed Löwdin charges, all in e, follow: atom 1 (C): -0.050, atom 2 (C): 0.062, atom 3 (C): -0.164, atom 4 (N): -0.113, atom 5 (N): 0.053, atom 6 (O): 0.083, atom 7 (H): 0.050, atom 8 (H): 0.079



Formula: C3HBrF4O
Source: the OMol25 dataset
Level of theory: ωB97M-V/def2-TZVPD

Results
**Molar mass**: 208.94 g/mol
**Electronic energy**: -3163.57079 hartree
**Energy above the lowest of the compared OMol25 structures with the same formula, charge and spin**: 3.4 kcal per mole
**Largest force on an atom**: 4.3 eV/Å

XYZ file:
```
10
Properties=species:S:1:pos:R:3:forces:R:3
C -0.349894 0.032800 -0.644705 2.9595 2.6285 -1.7500
C 1.532008 0.556731 -0.120728 -3.8582 -1.9090 -0.2608
C -1.349416 -0.350937 0.419959 -1.5875 -0.6961 1.4768
O -0.596332 0.151468 -1.815960 0.3796 -0.5725 2.4869
F 1.940522 1.043852 -1.270637 0.5531 0.1447 -0.1628
F -2.600120 -0.428389 -0.038368 0.1968 0.2828 -0.4569
F -1.405907 0.478939 1.495908 0.7483 -0.1542 -0.9774
F -1.045193 -1.568117 0.874632 0.4209 -0.1520 0.1056
Br 2.277330 -1.156004 0.374549 0.2898 0.3719 -0.1792
H 1.597001 1.239661 0.725346 -0.1022 0.0560 -0.2823
```
Positions in Å, forces in eV/Å.

The computed Löwdin charges, all in e, follow: atom 1 (C): -0.151, atom 2 (C): -0.619, atom 3 (C): -0.597, atom 4 (O): 0.154, atom 5 (F): -0.011, atom 6 (F): 0.164, atom 7 (F): 0.138, atom 8 (F): 0.139, atom 9 (Br): 0.705, atom 10 (H): 0.078



Formula: C10H10N2
Source: the OMol25 dataset
Level of theory: ωB97M-V/def2-TZVPD

Results
**Molar mass**: 158.20 g/mol
**Electronic energy**: -496.54525 hartree
**Energy above the lowest of the compared OMol25 structures with the same formula, charge and spin**: 32.5 kcal per mole
**SMILES string**: Cc1ccc2c(N)ccnc2c1
**Largest force on an atom**: 5.0 eV/Å

XYZ file:
```
22
Properties=species:S:1:pos:R:3:forces:R:3
C -3.754727 -0.148384 0.059158 -1.5085 -1.0256 0.8508
C -2.304164 -0.043345 -0.148291 0.6735 2.8100 1.1495
C -1.809263 1.310075 -0.043321 3.3499 -1.0917 0.6601
C -0.416350 1.566036 0.135353 -4.0724 -2.1190 -1.8628
C 0.395750 0.414854 -0.026093 3.2254 1.2625 0.9575
C 1.857567 0.655137 -0.012007 -1.4488 -1.9817 -0.2522
C 2.648217 -0.477018 -0.015259 1.9105 1.3094 -0.7935
C 2.054917 -1.692731 0.076046 -1.4407 -2.6011 0.1692
C -0.063088 -0.949730 -0.027008 0.2409 1.5547 -0.5660
C -1.451248 -1.090678 -0.121525 -0.2812 -0.3615 0.3843
H -4.268784 0.124262 -0.862049 -0.3989 -0.1735 0.1105
H -4.019624 -1.173929 0.406940 -0.0173 0.5220 -0.7193
H -4.141388 0.487139 0.897021 0.5585 -0.1583 -0.8484
H -2.428561 2.141368 0.121500 -1.2381 0.7391 -0.1041
H -0.189862 2.617675 0.183152 0.8279 -0.0831 0.2686
H 3.333531 2.029530 0.461091 -1.7364 -0.4439 -1.1924
H 1.817393 2.752201 -0.191432 1.7205 -2.5719 0.5158
H 3.769413 -0.464964 -0.276142 -1.8246 0.2780 0.8965
H 2.750546 -2.507280 0.188126 -0.0518 -0.5935 -0.1769
H -1.874488 -2.055100 0.016175 -0.1519 -0.9116 -0.1907
N 2.436965 1.859733 -0.075957 0.1594 4.3736 0.5441
N 0.749629 -2.033474 0.046428 1.5040 1.2671 0.1993
```
Positions in Å, forces in eV/Å.

The computed Löwdin charges, all in e, follow: atom 1 (C): -0.073, atom 2 (C): -0.289, atom 3 (C): -0.023, atom 4 (C): -0.013, atom 5 (C): -0.085, atom 6 (C): -0.302, atom 7 (C): -0.065, atom 8 (C): -0.172, atom 9 (C): -0.239, atom 10 (C): 0.004, atom 11 (H): 0.083, atom 12 (H): 0.089, atom 13 (H): 0.096, atom 14 (H): 0.083, atom 15 (H): 0.090, atom 16 (H): 0.137, atom 17 (H): 0.136, atom 18 (H): 0.139, atom 19 (H): 0.097, atom 20 (H): 0.112, atom 21 (N): 0.090, atom 22 (N): 0.105